P.
Density functional theory data (ωB97M-V with the def2-TZVPD basis set) for C57H74AsBF5N10O2S5Ti as an isolated structure.

The geometry in ORCA input format:
```
! RIJCOSX wB97M-V def2-TZVPD def2/J DEFGRID3
* xyz 1 1
As -1.0724 -2.4406 -1.2939
Ti -0.3438 -0.2403 -0.0658
S 1.2836 -1.8610 2.5855
S -2.1737 1.8824 0.2399
S 0.8355 3.3883 -2.0912
S -1.1147 0.6034 -2.1273
S 0.9769 1.1305 1.6405
F -5.2365 -0.2821 4.0939
F -5.5090 -2.9907 4.0298
F -1.6493 -3.2620 1.2980
F -3.6750 -4.4984 2.6431
F -3.2133 0.9303 2.7724
O -1.4842 -0.6060 1.2044
O 0.8410 -2.0887 1.1669
N -0.4687 3.3435 2.1607
N 3.0694 4.3880 -0.8789
N -2.9584 4.0305 -1.2915
N 4.1628 0.3391 -1.3210
N 1.8331 -0.4009 -1.4332
N -1.1373 4.3325 -0.0965
N 3.6658 -1.9106 -2.0366
N 3.1551 -0.0548 -3.4645
N 1.3507 3.9658 0.4591
N -0.3067 2.0410 3.9239
C 0.0632 -7.0350 -1.9480
C 2.4446 4.2698 1.2386
C 2.3490 -1.7936 -1.4461
C -4.9645 4.5472 -2.6250
C 0.4811 -4.8872 -0.9684
C -3.0250 -2.4924 -1.0102
C -3.5934 -3.1673 2.6548
C -2.5782 -2.5333 1.9660
C 0.1664 1.0759 4.9234
C 0.0558 2.2010 2.6203
C -1.3825 5.4803 -0.7923
C -1.0989 -2.3156 -5.5797
C -3.9124 2.3091 -2.7401
C -3.3565 -0.3966 2.6799
C 0.9894 -4.7603 3.5324
C 3.8611 -3.2903 2.6154
C 3.5964 -1.4372 -3.4167
C -5.0914 -1.2658 -0.7739
C -0.0800 -5.3969 2.6539
C 5.2802 4.4748 -1.9001
C -1.2992 -0.0831 -4.7424
C -1.1748 3.0609 4.2259
C 3.2675 4.7422 -3.3515
C -0.6812 -0.1909 4.7950
C -1.1040 -6.5437 -2.5084
C -2.0903 3.4440 -0.4263
C 0.8048 -3.2589 3.7400
C -1.1777 -0.5633 -3.4410
C 1.6602 0.8023 4.7387
C -3.7112 -3.6606 -0.6841
C 3.5665 -4.1415 1.3860
C -4.5180 -2.4035 3.3620
C -5.7705 -2.4379 -0.4882
C 3.1418 -1.9538 2.5983
C -0.0071 1.6568 6.3308
C -2.4366 -1.1363 1.9071
C -2.5003 5.3001 -1.5279
C 3.8109 6.5264 -1.7192
C -5.0719 -3.6320 -0.4318
C -4.3810 -1.0172 3.3819
C 2.8422 0.4354 -0.7328
C -1.2734 -0.9589 -5.8090
C -1.4797 -5.2272 -2.3036
C -1.0060 -2.7975 -4.2839
C -3.7297 -1.2930 -1.0209
C -4.2182 3.4849 -1.8151
C 4.0881 0.7673 -2.7152
C 3.4867 4.5371 0.4315
C -0.6863 -4.3785 -1.5279
C 1.8475 0.0487 -2.8598
C 0.8561 -6.2069 -1.1717
C -5.0922 3.0538 -0.6344
C 1.7586 3.9941 -0.8372
C 4.5886 -1.0533 -1.2989
C 3.8442 5.0101 -1.9638
C -1.0876 -1.9384 -3.1934
C -1.2670 3.8571 3.1411
B -0.0593 4.2781 0.9892
H -0.8577 -3.8586 -4.1262
H -1.7122 0.0349 5.0553
H 2.8889 -2.0606 -3.9678
H 3.3214 3.6902 -3.6193
H 5.0801 0.6872 -3.1631
H -3.2049 -0.3608 -1.2084
H -0.7390 6.3325 -0.7100
H -6.8331 -2.4183 -0.3021
H 2.5157 1.4818 -0.7639
H -5.5895 -4.5458 -0.1858
H -0.0053 5.3784 1.4657
H 1.3462 -2.9302 4.6289
H 1.7683 -6.5822 -0.7349
H 2.2305 5.0597 -3.4177
H 4.2158 6.7840 -0.7442
H -1.0440 -3.0006 -6.4111
H 0.0828 -6.4716 2.6003
H 0.9395 -5.2134 4.5280
H -1.3698 -0.5860 -6.8169
H 4.5818 -1.5190 -3.8768
H -6.0139 2.6130 -1.0031
H 0.4425 2.6440 6.4009
H -0.2545 -3.0594 3.9038
H 5.8182 4.8647 -1.0411
H 0.3557 -8.0581 -2.1205
H -1.0493 1.7132 6.6299
H 1.9716 0.0385 5.4449
H -3.5019 1.4801 -2.1770
H -5.6182 -0.3246 -0.8056
H 4.3920 7.0408 -2.4782
H 5.8152 4.7774 -2.7949
H 2.4956 -4.2292 1.2226
H 1.1665 -0.5831 -3.4381
H 2.7866 6.8894 -1.7724
H 4.4843 4.8243 0.6865
H 4.6343 -1.3933 -0.2599
H 2.2310 1.7055 4.9399
H 2.3942 -2.1589 -0.4160
H -1.3995 0.9798 -4.8991
H -1.0713 -5.2278 3.0653
H 2.9128 0.1150 0.3153
H 2.3857 4.2741 2.3088
H 0.4987 1.0078 7.0407
H -2.9847 5.9818 -2.1904
H 3.4326 -1.3709 1.7226
H 1.0927 -4.2230 -0.3707
H -2.3929 -4.8518 -2.7544
H -1.7214 -7.1878 -3.1169
H -4.8224 1.9810 -3.2341
H -0.0496 -4.9961 1.6439
H -5.1859 5.4309 -2.0308
H 4.0138 -3.7027 0.4972
H -3.1867 2.6050 -3.4947
H -1.6692 3.1506 5.1676
H 3.9800 -5.1393 1.5149
H -5.3418 3.9138 -0.0160
H -5.9103 4.1227 -2.9512
H 3.8455 5.3091 -4.0771
H 3.6068 -3.8228 3.5314
H 3.7449 1.8023 -2.7518
H -4.4061 4.8282 -3.5146
H 1.8888 0.4720 3.7337
H 1.5118 1.0909 -2.9071
H 1.6546 -2.4221 -2.0288
H -0.6510 -0.5662 3.7751
H 4.9349 -3.0893 2.6617
H -1.8313 4.7530 2.9888
H -0.3222 -0.9614 5.4685
H 5.2838 3.3878 -1.8438
H 1.9662 -5.0031 3.1272
H -4.5725 2.3230 -0.0204
H -3.1677 -4.5943 -0.5915
H 5.5840 -1.1285 -1.7431
H 3.4074 -1.3767 3.4815
*
```

Computed properties:
- Orbital gap: 5.706 eV

Q.
Density functional theory data (ωB97M-V with the def2-TZVPD basis set) for C57H74AsBF5N10O2S5Ti as an isolated structure.

The geometry in ORCA input format:
```
! RIJCOSX wB97M-V def2-TZVPD def2/J DEFGRID3
* xyz 1 1
As -2.0856 2.2055 0.3027
Ti -0.7778 -0.1141 -0.0467
S -1.1412 0.5504 -2.3005
S 0.0290 -2.8147 -1.7180
S -3.0529 -1.0104 0.8888
S -1.0442 1.0996 3.2654
S 2.2563 -2.1821 0.7460
F 2.6679 4.7171 -1.2799
F 4.3208 4.7829 0.8818
F 2.4567 0.7811 2.4448
F 4.2108 2.7884 2.7206
F 0.9146 2.7230 -1.5756
O 0.7162 0.7133 0.3084
O -0.8944 -1.9141 -0.8371
N 5.1989 0.3308 -2.3143
N 0.3558 -3.1922 2.3912
N -1.7566 -1.9692 3.1232
N 0.5032 -1.0541 3.6787
N 3.9730 1.3503 -4.1561
N 2.7696 0.5132 -2.2072
N 3.8095 -1.0497 -3.7666
N 1.9267 -4.6498 1.9429
N 1.1553 0.6020 4.9335
N -3.9298 -2.0570 3.2681
C -2.1560 -4.6761 0.5468
C 1.5499 -1.5163 4.4483
C -0.4177 6.0538 -0.1399
C -2.8952 -1.7099 2.4614
C 1.9358 -0.5047 5.2429
C -2.4153 1.7612 -2.4853
C 0.2375 6.2629 1.0649
C 1.0364 -5.2454 2.8317
C -3.8394 3.5132 -1.6635
C -5.9684 3.0884 2.8541
C -1.9540 -3.2350 -3.8065
C -5.8791 -0.7111 2.5413
C 2.6841 -0.7918 -2.8688
C 0.2618 0.2470 3.9726
C -3.6673 2.4688 1.4115
C 3.2435 -5.3548 -0.0248
C -0.4323 4.0706 1.7963
C -1.0874 4.8609 -0.3788
C 4.3880 -4.4602 2.0499
C 3.2171 -5.2710 1.5000
C 3.3746 2.7832 1.6815
C 2.5971 3.7650 -0.3529
C -1.8598 -4.7988 -0.9382
C 5.1997 1.3665 -3.3530
C -4.9210 2.1294 0.9131
C -3.9064 2.9143 -3.9833
C 5.0407 -0.9715 -2.9691
C 2.8368 1.5441 -3.2544
C -3.1065 -2.3622 -3.3106
C 1.3429 1.8810 5.6910
C -2.0723 -2.4293 4.3857
C -3.5702 3.0897 2.6511
C -0.5774 -2.7118 -3.4151
C 0.2354 5.2647 2.0293
C 3.4418 3.7963 0.7425
C -3.4106 -2.5120 4.4714
C -0.3985 -4.5007 -1.2954
C 1.5906 1.7260 0.4569
C -6.1713 -2.5778 4.1377
C -4.3576 3.7070 -2.9314
C 0.0738 -4.3494 3.1020
C 0.6451 1.7213 7.0397
C 1.6878 2.7341 -0.4921
C -6.0664 2.4553 1.6231
C -5.3888 -2.1058 2.9159
C -1.1181 3.8746 0.6010
C 2.4592 1.7532 1.5386
C 3.3018 -6.6883 2.0609
C 1.5157 -3.3697 1.6996
C 3.8492 0.0244 -4.7669
C -2.9398 1.9494 -3.7660
C 0.7835 3.0902 4.9546
C -5.5850 -3.1066 1.7797
C -4.7181 3.3902 3.3725
C -2.8746 2.5333 -1.4324
C 2.8489 2.0914 5.8842
C 4.0346 0.5507 -1.4567
B -0.3029 -1.8179 2.6266
H 4.6993 -0.1421 -5.4304
H 1.9234 -2.5225 4.3775
H -3.2145 -4.8582 0.7394
H -2.0803 -4.2726 -3.4983
H 6.0558 1.2088 -4.0108
H -0.4959 -1.6482 -3.6460
H -0.2971 3.0533 4.8552
H 5.3213 -4.9560 1.7810
H -2.6100 3.3724 3.0585
H 0.2338 -3.2228 -3.9451
H 4.3301 -4.4078 3.1391
H -6.6433 -3.1478 1.5192
H -4.0277 -2.8239 5.2894
H -2.5369 -4.1584 -1.4996
H -7.0371 2.2073 1.2124
H 1.7583 -0.8172 -3.4537
H -5.2672 -4.1041 2.0893
H -3.1126 -1.4042 -3.8323
H 1.0321 0.8589 7.5842
H 3.0249 3.1159 6.2101
H -1.9625 -3.2519 -4.8993
H -5.0163 1.6229 -0.0390
H 1.0556 3.9715 5.5372
H 3.0643 -4.3813 -0.4786
H 4.0083 -0.2181 -0.6791
H -0.4296 1.5930 6.9005
H 1.2210 3.1870 3.9584
H -5.5911 0.0165 3.3024
H -5.9059 -3.5929 4.4349
H 2.6523 -1.5725 -2.1037
H -4.6296 3.8811 4.3330
H -1.3156 -2.6298 5.1237
H -5.1059 4.4696 -3.1002
H 2.9325 -0.0088 -5.3594
H 5.0174 -1.7519 -2.2056
H -0.4000 3.2834 2.5384
H 4.3995 -3.4489 1.6491
H -0.0734 -5.0379 -2.1916
H -7.2273 -2.5795 3.8718
H 4.2244 -5.7087 -0.3443
H 2.4957 -6.0689 -0.3791
H -4.1872 4.1301 -0.8438
H -5.0255 -2.8150 0.8916
H -2.0550 -5.8220 -1.2684
H -1.9167 -3.6774 0.9067
H -4.3073 3.0534 -4.9789
H 5.3003 2.3449 -2.8786
H 2.9246 2.5266 -2.7870
H 0.2853 -4.7690 -0.4872
H 3.3893 1.9310 4.9522
H 1.1395 -6.2565 3.1720
H 0.7569 7.1950 1.2455
H 0.7630 5.4069 2.9650
H 2.4710 -7.3126 1.7281
H -1.5530 4.7055 -1.3411
H -6.9679 -0.7298 2.4742
H 4.2211 -7.1377 1.6873
H -6.0436 -1.9052 4.9870
H 0.8116 2.6108 7.6488
H -4.0650 -2.8491 -3.4920
H 3.2639 1.4337 6.6476
H 2.7106 -0.4712 5.9839
H 1.9090 1.5173 -3.8303
H -1.5759 -5.3993 1.1213
H -0.3358 -1.1540 1.6379
H -6.8631 3.3475 3.4053
H -0.3974 6.8138 -0.9102
H -0.8083 -4.4589 3.7045
H 4.1317 1.5307 -0.9808
H -3.0292 -2.1414 -2.2451
H -5.4800 -0.3787 1.5885
H -2.5763 1.3425 -4.5855
H 3.3480 -6.6999 3.1504
H 5.8963 -1.1452 -3.6238
*
```

Computed properties:
- Orbital gap: 6.414 eV

R.
Density functional theory data (ωB97M-V with the def2-TZVPD basis set) for C57H74AsBF5N10O2S5Ti as an isolated structure.

The geometry in ORCA input format:
```
! RIJCOSX wB97M-V def2-TZVPD def2/J DEFGRID3
* xyz 1 1
As 0.2406 2.6064 0.4739
Ti -0.8135 0.2875 -0.5617
S 2.5095 0.6583 1.8091
S -2.4190 1.2161 1.0111
S 0.5048 -1.7363 0.1332
S -3.7969 -1.0763 -0.1919
S 0.9962 0.3251 -2.4387
F -3.8944 0.8900 -6.7474
F -2.5211 -1.2107 -5.6818
F -1.3450 -1.0049 -3.3073
F -4.0457 3.2269 -5.3619
F -2.8533 3.4630 -2.9610
O -2.3982 -0.9730 -0.8535
O -1.5590 1.3935 -1.8138
N -1.7472 -1.3735 2.6401
N 1.2101 -3.7178 -1.6416
N 3.8581 -1.3584 0.5778
N -2.8031 -1.5924 4.8302
N 2.6419 -2.0721 -1.5379
N -1.8835 -3.5579 3.7294
N -0.3954 -1.8480 4.6210
N 3.5508 0.3887 -1.4401
N 3.9400 -1.4800 2.7614
N 3.1522 1.9302 -2.9486
C -4.5054 -4.3646 -2.6731
C 5.3233 -1.0586 4.7298
C -1.4643 5.0790 0.5687
C -1.4969 -1.3631 5.4571
C -4.1311 -2.9180 -2.3516
C -3.3747 2.1942 -4.8564
C -2.9489 -3.0300 4.5890
C 1.2424 3.1808 -4.0363
C 0.9569 3.5956 5.1104
C -3.7782 3.5673 0.7917
C 3.8336 4.5313 -0.6242
C 0.4050 -6.0221 -2.0070
C 0.5470 -5.0959 0.2862
C 3.4102 5.6411 -1.3405
C 3.3205 -2.5875 4.8510
C 3.8906 -1.2990 4.2524
C 0.5911 2.9826 2.3994
C 1.5513 3.7946 -0.3665
C -2.6053 -0.0567 -5.0190
C -2.5390 2.9441 0.6743
C -2.8146 -0.9044 3.5398
C -6.1285 1.3507 -2.7252
C -0.5970 -3.2788 4.3819
C 4.6805 -2.5407 2.2505
C -2.0062 0.0643 -3.7788
C -5.3572 0.0794 -2.3689
C -1.1868 -4.2492 -1.3500
C -1.3847 3.6929 0.4921
C 4.4713 2.0590 -2.5519
C -4.8711 0.1818 -0.9322
C -4.4855 -2.5893 -0.9049
C 2.9138 3.6021 -0.1558
C 2.5978 0.9211 -2.2276
C 3.0663 -2.9413 -2.5212
C 4.7067 1.1232 -1.6155
C -3.3003 1.0070 -5.5628
C -2.6958 5.7077 0.6915
C 2.5457 1.3941 -5.2545
C 2.6124 2.5238 -4.2250
C -0.4078 2.7151 3.3342
C 1.4883 -2.5301 -1.0461
C -2.7642 2.3065 -3.6226
C 4.6385 -2.4574 0.9182
C 1.9459 3.8838 4.1842
C 2.0601 5.7950 -1.6206
C 3.5843 3.5911 -4.7214
C 3.0209 -0.1395 4.7263
C -3.8571 4.9512 0.7716
C -2.0805 1.2444 -3.0358
C 2.1891 -3.9594 -2.5900
C 0.2346 -4.7570 -1.1719
C -1.9157 -2.8242 2.4651
C 3.4455 -0.7438 1.7199
C -0.4567 -1.1555 3.3331
C -0.2254 3.0139 4.6768
C 1.1392 4.8721 -1.1467
C 1.7668 3.5781 2.8418
B 3.6972 -1.0840 -0.9285
H -4.1351 -3.3818 -0.2385
H 0.3542 -1.5185 2.7028
H 5.7114 -0.1290 4.3100
H 1.4007 -6.4535 -1.9001
H 1.3541 4.1910 -3.6475
H 0.7602 3.2432 -5.0135
H 5.1373 2.7895 -2.9675
H -4.5068 -0.0326 -3.0414
H 3.2712 -2.4826 5.9351
H -3.9597 -5.0698 -2.0471
H 4.1274 6.3717 -1.6935
H -0.1782 -5.8252 0.6486
H 3.7925 4.3286 -3.9443
H -5.5019 2.2385 -2.6123
H -2.9295 -3.5573 5.5438
H -5.5723 -4.5389 -2.5189
H -1.4694 -1.8773 6.4191
H 2.3082 -2.7564 4.4814
H -6.4755 1.3107 -3.7578
H -4.8201 5.4376 0.8592
H 5.9951 -1.8707 4.4515
H -7.0030 1.4734 -2.0832
H -4.6695 2.9684 0.9384
H -5.5635 -2.4823 -0.7514
H 3.2598 2.7325 0.3908
H -0.5679 -3.8062 5.3368
H 2.5599 3.8192 2.1536
H -4.6589 -2.2628 -3.0392
H -1.4095 -4.1473 -2.4133
H -2.6847 0.1667 3.7058
H -1.3446 2.2755 3.0263
H -1.0205 2.8031 5.3818
H -5.7112 0.2069 -0.2282
H 4.5212 3.1646 -5.0834
H -0.3190 -0.0843 3.4893
H 5.0820 -3.0912 0.1709
H -3.7796 -1.0684 3.0532
H 3.1238 -0.0973 5.8128
H -1.3350 -3.2858 -0.8636
H 3.5061 0.8779 -5.3185
H 1.7170 6.6362 -2.2106
H -1.8740 -4.9755 -0.9153
H 5.1737 -3.2587 2.8777
H 5.6119 0.8877 -1.0836
H 1.5449 -5.5310 0.3672
H 4.7299 -1.4668 -1.4167
H 2.3122 1.8128 -6.2340
H 3.1114 4.1114 -5.5539
H 4.8872 4.3823 -0.4219
H -0.5660 5.6795 0.5701
H 5.3311 -0.9729 5.8166
H 1.1021 3.8285 6.1576
H 0.4994 -4.2171 0.9259
H 2.1902 -4.8238 -3.2237
H 2.8698 4.3505 4.5014
H -3.9129 -3.2113 4.1091
H -2.8796 -3.0109 1.9799
H 3.3336 0.8134 4.3087
H -1.1151 -3.1897 1.8211
H -4.2805 -4.5921 -3.7152
H -1.3676 -0.2920 5.6231
H 0.1966 -5.8476 -3.0637
H 1.9696 -0.2906 4.4869
H -0.3150 -6.7555 -1.6452
H -2.7447 6.7875 0.7426
H 3.9724 -2.7730 -3.0736
H 0.2108 -3.6510 3.7472
H 0.5951 2.6164 -3.3699
H 3.9289 -3.4642 4.6287
H -3.0684 -2.7478 -2.5032
H -4.3018 1.1005 -0.7886
H 1.7745 0.6690 -4.9948
H -6.0101 -0.7840 -2.5000
H 0.0975 4.9976 -1.4024
*
```

Computed properties:
- Orbital gap: 6.009 eV

Energies in kJ/mol, measured from the most stable structure: P 211.3; Q 0.0; R 95.4.